Record 1
This record from the OMol25 dataset describes a cluster of 3 separate species, C31H48F4N3O6P in total. The level of theory is the ωB97M-V functional and the def2-TZVPD basis.

## Properties
2S+1	3
net charge	0
gap between HOMO and LUMO (spin up / spin down)	6.81 / 7.91	eV

The geometry in XYZ format:
```
93
Properties=species:S:1:pos:R:3:forces:R:3
C -3.570 -1.568 -0.037 0.0670 -0.1873 0.0495
C -3.290 -1.151 -1.466 0.6183 -0.3062 0.0518
F -1.908 -1.198 -1.634 -0.1655 0.1831 -0.1368
N -3.795 0.150 -1.812 -0.5053 0.6331 -0.0919
C -5.016 0.220 -2.552 0.0975 -0.1799 -0.3831
O -5.169 -0.130 -3.692 -0.0239 -0.3198 0.6246
C -6.005 0.878 -1.654 0.1280 0.2210 0.0698
C -7.379 0.915 -1.767 -0.0630 0.1109 -0.1828
C -8.106 1.536 -0.762 0.1051 0.0523 0.3023
C -9.613 1.628 -0.797 0.2604 0.0949 -0.0480
C -10.405 0.431 -1.329 -0.3714 0.3043 0.1034
O -11.754 0.633 -0.946 0.1013 0.1973 -0.0007
C -9.944 -0.919 -0.748 0.0600 -0.0876 -0.0508
F -9.077 -1.535 -1.578 0.1170 0.1181 0.0199
F -10.959 -1.755 -0.567 -0.1457 -0.1083 -0.0110
F -9.327 -0.775 0.439 -0.0145 0.0061 0.0051
C -7.411 2.132 0.304 -0.3309 -0.0737 -0.2040
C -6.027 2.133 0.397 0.1355 0.0274 0.0258
P -5.216 2.953 1.789 0.3991 0.4823 -0.1059
O -4.163 3.931 1.459 -0.1027 -0.0380 0.0500
C -5.325 1.471 -0.602 -0.1228 -0.1487 -0.3531
C -3.866 1.206 -0.824 0.1901 -0.2121 -0.0752
O -2.914 1.783 -0.395 -0.0781 -0.3780 0.3864
H -4.634 -1.751 0.121 -0.0264 0.1194 -0.0308
H -3.206 -0.830 0.678 -0.0113 0.0591 -0.0472
H -3.038 -2.501 0.155 -0.0451 0.0276 -0.0114
H -3.708 -1.871 -2.171 -0.0540 0.1437 -0.0885
H -7.858 0.450 -2.619 0.0097 0.0028 -0.0145
H -9.869 2.488 -1.422 -0.1612 -0.0427 0.0393
H -9.994 1.845 0.202 0.0172 -0.0510 0.0000
H -10.342 0.381 -2.417 0.2099 -0.2512 0.0065
H -12.309 0.690 -1.727 -0.0495 -0.1090 -0.0044
H -7.986 2.615 1.086 -0.0295 -0.0115 -0.0203
H -4.815 1.886 2.614 -0.0664 -0.0562 0.0371
H -6.323 3.500 2.464 -0.1062 -0.2200 0.0702
C 0.551 1.801 -2.015 0.0947 0.0561 -0.0569
C 1.300 1.496 -0.706 -0.5742 -0.1399 -0.6850
C 0.697 2.306 0.441 0.0195 0.2201 0.2185
C 1.015 3.796 0.346 0.0860 -0.0397 -0.0616
C 2.524 4.023 0.253 -0.1775 -0.0654 0.2301
C 3.201 3.224 -0.866 0.1656 0.3883 -0.6780
N 2.764 1.791 -0.818 -0.1811 0.2819 1.2094
O 3.452 1.109 0.024 0.2105 -0.2758 -0.3033
C 2.897 3.854 -2.235 -0.0813 -0.0839 -0.0282
C 4.714 3.268 -0.688 0.1037 -0.0357 0.1311
C 1.115 0.007 -0.452 0.0758 -0.2026 0.2223
H -0.426 1.319 -1.981 0.0124 -0.0450 0.0464
H 0.368 2.858 -2.182 0.0211 0.0088 0.0123
H 1.096 1.404 -2.873 0.0106 -0.0014 0.0029
H 1.076 1.926 1.396 0.0985 -0.0744 -0.0695
H -0.384 2.148 0.443 -0.0071 -0.0085 -0.0365
H 0.507 4.246 -0.510 -0.0102 -0.0263 -0.0130
H 0.625 4.305 1.229 -0.0088 0.0278 -0.0123
H 2.740 5.082 0.092 0.0336 0.0099 -0.0049
H 2.981 3.749 1.208 0.0241 -0.0817 -0.0362
H 3.233 3.200 -3.041 -0.0068 -0.0098 -0.0004
H 3.436 4.798 -2.319 0.0480 -0.0138 0.0437
H 1.846 4.079 -2.390 -0.0076 -0.0195 0.0146
H 5.018 2.934 0.301 -0.0241 -0.0568 -0.0193
H 5.050 4.297 -0.820 -0.0162 0.0187 -0.0248
H 5.215 2.643 -1.429 -0.0166 -0.0003 -0.0119
H 1.566 -0.588 -1.248 0.0162 0.0251 -0.0131
H 0.047 -0.206 -0.433 -0.0232 0.0182 -0.0418
H 1.541 -0.311 0.497 0.0839 0.0690 -0.0284
C 7.216 -4.998 1.131 0.0091 0.0751 -0.0554
C 6.495 -4.219 2.243 0.4716 -0.5105 -0.3044
C 4.999 -4.540 2.237 -0.2465 0.1100 -0.0359
C 4.263 -3.938 1.041 0.0962 0.0569 0.0043
C 4.498 -2.429 0.957 -0.1774 -0.1955 0.1747
C 5.977 -2.032 0.981 0.3183 0.1533 -0.7402
N 6.685 -2.740 2.097 -1.0691 0.0426 0.4763
O 6.552 -2.130 3.219 0.3871 0.1012 0.0298
C 6.636 -2.330 -0.375 0.0482 -0.1114 0.0382
C 6.090 -0.531 1.199 -0.0160 0.2133 0.1176
C 7.122 -4.658 3.560 -0.0537 0.0380 0.1794
H 7.291 -6.046 1.425 0.0012 0.0085 0.0630
H 6.700 -4.982 0.176 -0.0101 0.0261 0.0011
H 8.226 -4.616 0.984 0.0014 0.0092 0.0019
H 4.552 -4.154 3.158 0.0706 0.0512 0.0132
H 4.877 -5.626 2.256 0.0201 -0.0176 0.0011
H 4.572 -4.426 0.113 0.0296 -0.0012 0.0034
H 3.192 -4.129 1.141 -0.0063 -0.0141 -0.0233
H 4.049 -2.020 0.050 0.0000 0.0544 0.0024
H 3.992 -1.946 1.799 0.0705 0.0072 0.0375
H 7.717 -2.203 -0.312 0.0046 -0.0067 0.0066
H 6.255 -1.625 -1.114 -0.0184 0.0511 0.0441
H 6.429 -3.325 -0.758 -0.0040 -0.0068 0.0183
H 5.550 -0.204 2.084 0.0451 -0.0463 0.0393
H 5.651 -0.022 0.342 -0.0236 -0.0096 -0.0108
H 7.131 -0.218 1.297 0.0182 -0.0741 0.0064
H 8.177 -4.387 3.598 -0.0011 0.0137 -0.0126
H 7.041 -5.743 3.640 0.0057 -0.0180 -0.0355
H 6.623 -4.213 4.417 0.0166 0.0545 -0.0278
```
Forces are in eV/Å.


Record 2
This record from the OMol25 dataset describes the ion C2H7N4S with charge +1. The level of theory is the ωB97M-V functional and the def2-TZVPD basis.

## Properties
2S+1	3
net charge	+1
energy relative to the best compared isomer or geometry (same formula, charge and spin)	2.583	eV
gap between HOMO and LUMO (spin up / spin down)	7.05 / 5.22	eV

The geometry in XYZ format:
```
14
Properties=species:S:1:pos:R:3:forces:R:3
C 0.695 -1.111 0.688 -4.1358 3.4861 0.8484
C 1.470 0.670 -1.369 2.1005 -0.8840 -0.7453
N -0.839 -0.575 0.880 3.2238 0.6634 -2.6200
N -1.076 0.398 0.154 1.5527 -1.0690 0.3331
N -2.234 0.932 0.106 -1.6471 -0.0472 0.6469
N 0.737 -2.158 1.450 3.5911 -3.7776 1.6861
S 1.851 -0.868 -0.482 -0.0982 0.8803 -1.5873
H 2.494 0.770 -1.793 -0.5195 0.3971 -0.0203
H 1.182 1.618 -0.974 -0.1819 0.1479 1.1188
H 0.872 0.412 -2.221 -0.5977 -0.2764 -0.3164
H -2.943 0.428 0.600 -0.7738 0.0651 0.1878
H -2.478 1.712 -0.473 0.5469 0.1110 -0.2423
H -0.089 -2.471 1.838 -1.9299 -0.9012 0.9551
H 1.582 -2.750 1.637 -1.1311 1.2044 -0.2447
```
Forces are in eV/Å.


Record 3
This record from the OMol25 dataset describes a structure of composition C5H18Br4NO6PSi2. The level of theory is the ωB97M-V functional and the def2-TZVPD basis.

## Properties
2S+1	1
net charge	0
gap between HOMO and LUMO	9.85	eV

The geometry in XYZ format:
```
37
Properties=species:S:1:pos:R:3:forces:R:3
N -0.274 1.820 -0.001 -0.2988 -1.3350 -1.1255
Si 0.520 0.740 -1.200 0.0859 -0.8302 1.6146
C 2.019 -0.096 -0.244 -0.1824 0.1446 -0.2225
O 1.399 -1.088 0.695 -0.7516 4.9702 -0.2904
O 1.831 -2.263 0.326 1.1586 -5.5092 -1.9125
O -0.470 -0.590 -1.779 -1.2665 2.7879 0.4270
Si -2.152 -0.131 -1.996 2.5522 -1.2265 -0.7798
P -3.284 -0.276 -0.074 -5.3969 -2.3716 2.3790
O -4.796 -0.685 -0.436 5.5001 2.0548 1.1495
O -3.164 1.159 0.906 0.9688 -3.2923 -0.3108
O -2.655 -1.610 0.914 -2.0228 2.6857 -0.5937
H -0.558 1.323 0.871 0.2011 0.8182 -1.1098
H -1.040 2.400 -0.408 0.7792 -0.5588 0.9333
H 1.024 1.592 -2.297 -0.2810 -0.1847 -0.0875
H 2.635 0.677 0.382 -0.9064 -1.5285 -1.3249
H 2.643 -0.728 -1.006 -0.7550 1.4193 1.6336
H 1.367 -2.564 -0.517 0.1950 0.7492 1.3619
H -2.322 1.193 -2.643 0.0668 0.0733 0.4713
H -2.741 -1.115 -2.925 -0.0238 -0.0363 0.3600
H -2.586 0.887 1.685 -1.0571 0.5863 -1.1869
H -3.459 -1.864 1.481 1.4436 0.3954 -1.2545
Br -0.341 -5.517 -0.094 -0.0036 -0.0027 0.1074
C 0.365 -5.358 1.717 -0.0083 0.3411 -0.0799
C 1.735 -5.987 1.827 0.0732 -0.0694 0.2378
Br 1.614 -7.932 1.898 0.0501 0.0734 -0.0776
H -0.373 -5.803 2.389 0.2496 -0.0052 -0.1641
H 0.420 -4.281 1.907 0.0857 -0.2082 -0.0650
H 2.217 -5.698 2.766 -0.1445 -0.0009 -0.1818
H 2.396 -5.738 0.992 -0.2668 -0.0116 0.1801
Br -0.266 5.985 1.202 0.1090 -0.1046 -0.0696
C 1.317 5.921 0.063 -0.0146 0.2286 0.2174
C 0.955 6.134 -1.389 0.1557 -0.0532 -0.1484
Br 0.166 4.527 -2.162 -0.0244 0.2313 -0.0856
H 1.808 4.964 0.254 -0.1652 0.1813 -0.1503
H 1.958 6.732 0.424 -0.1272 -0.1403 -0.1523
H 1.853 6.325 -1.984 -0.1457 -0.0513 0.1530
H 0.241 6.947 -1.544 0.1679 -0.2201 0.1475
```
Forces are in eV/Å.


Per-record E, a.u.: -2566.4835 -697.1421 -11923.9169